Record 1
Entry from the Open Molecules 2025 dataset: 9 unconnected molecules or ions with the total composition H20NO8 at a distorted geometry (ωB97M-V/def2-TZVPD).

Element x y z (Å)
O (-3.0770, 14.1840, -22.5630)
O (2.0400, 16.0550, -21.0290)
O (-0.8940, 13.0950, -24.6970)
O (-0.9120, 14.4350, -20.5180)
O (-1.6540, 11.8650, -21.9850)
O (-2.1840, 17.5390, -21.4080)
O (2.2720, 13.9470, -23.5340)
O (0.5730, 18.6120, -22.3140)
N (-0.3770, 15.7670, -23.0280)
H (1.2700, 18.8020, -21.6230)
H (-0.6080, 14.8360, -22.8470)
H (2.0630, 13.5920, -22.7070)
H (-2.0480, 17.1010, -20.5920)
H (-1.8940, 12.6970, -22.4810)
H (0.0610, 13.0390, -24.5840)
H (-3.8150, 14.8000, -22.6910)
H (2.7080, 16.7120, -21.0900)
H (0.0770, 16.1410, -22.2080)
H (-1.2240, 16.2020, -23.3440)
H (-1.2210, 13.7620, -19.9170)
H (-1.2640, 15.2250, -20.1480)
H (1.4710, 16.2120, -20.2430)
H (-3.3230, 13.9750, -21.6200)
H (-0.2320, 18.7720, -21.8780)
H (-2.3400, 11.2120, -22.1360)
H (0.2590, 15.7130, -23.8260)
H (-3.0020, 17.9640, -21.1750)
H (-1.1590, 12.2800, -25.1110)
H (2.9900, 13.3840, -23.8810)

Force components x, y, z for each atom (eV/Å):
O -1.4 0.6 1.9
O -2.0 -1.2 0.5
O 0.3 0.9 0.4
O 0.5 -0.2 -0.5
O 0.1 1.3 -0.2
O 0.1 0.3 -0.8
O 0.6 0.4 -2.4
O 2.8 -0.3 0.4
N 0.8 0.2 -1.5
H -1.2 -0.2 -1.3
H -0.8 -2.3 0.7
H -0.4 -0.9 2.2
H 0.7 -0.9 1.3
H 0.1 -1.7 0.4
H 0.1 -0.2 -0.1
H 0.2 0.0 -0.9
H 0.8 1.0 0.2
H 0.4 0.8 0.1
H -0.5 0.8 0.3
H 0.0 -0.8 0.2
H -0.4 1.0 0.5
H 1.1 0.0 -0.6
H 1.0 -0.3 -1.1
H -1.9 0.5 0.9
H -0.2 0.1 -0.2
H 0.4 0.3 0.2
H -0.8 0.8 -0.5
H -0.1 -0.5 -0.2
H -0.5 0.4 0.2

highest occupied orbital energy: -13.741 eV
multiplicity: 1
net charge: +1

natural (NBO) atomic charge list, values in e, 6 entries: -0.957, -0.956, -0.971, -0.945, -0.981, -0.943



Record 2
Entry from the Open Molecules 2025 dataset: a molecular structure, C2H6O2 at a distorted geometry (ωB97M-V/def2-TZVPD).

Element x y z (Å)
O (1.5620, -0.5371, -0.6882)
O (0.1348, 1.3006, 0.8780)
C (-0.5436, 0.5207, -0.0553)
C (0.1973, -0.8048, -0.3701)
H (0.0827, 0.7716, 1.7883)
H (-0.4924, -1.3256, -1.3290)
H (1.6570, 0.1827, -0.0900)
H (-0.8731, 1.1605, -1.0456)
H (-1.7566, 0.1511, 0.3908)
H (0.0318, -1.4197, 0.5211)

Force components x, y, z for each atom (eV/Å):
O -1.6 -1.4 -0.3
O 0.0 -1.5 2.9
C -4.8 -0.7 -1.6
C -2.8 -0.2 -2.7
H 0.2 1.8 -2.8
H 2.4 1.3 2.7
H 1.2 1.4 0.7
H 1.4 -1.4 2.6
H 3.5 1.0 -1.2
H 0.5 -0.4 -0.2

highest occupied orbital energy: -10.382 eV
multiplicity: 1
net charge: 0

natural (NBO) atomic charge list, values in e, 6 entries: -0.701, -0.726, -0.083, -0.104, 0.475, 0.177



Record 3
Entry from the Open Molecules 2025 dataset: a molecular structure, C2H3O2PPb at a distorted geometry (ωB97M-V/def2-TZVPD).

Element x y z (Å)
Pb (-0.7589, 0.2665, -0.4158)
P (1.9296, 0.5874, -0.4261)
O (2.5469, -1.4854, 1.1970)
O (-2.7694, 0.0256, -0.8438)
C (2.2810, -1.0008, 0.1929)
C (-3.8621, -0.1533, -0.3322)
H (-4.7096, 0.4912, -0.6150)
H (2.2816, -0.3347, -1.5784)
H (-3.9778, -0.8226, 0.5357)

Force components x, y, z for each atom (eV/Å):
Pb 2.2 0.9 1.4
P 2.4 -1.9 -2.9
O -0.1 -1.3 -2.1
O -3.0 -1.0 -1.5
C 0.3 1.3 5.0
C -1.3 0.7 1.0
H 0.1 -0.3 -0.2
H -0.4 1.8 -0.3
H -0.1 -0.2 -0.5

highest occupied orbital energy: -17.581 eV
multiplicity: 1
net charge: +2

natural (NBO) atomic charge list, values in e, 6 entries: 1.650, 0.014, -0.265, -0.748, 0.420, 0.425



Record 4
Entry from the Open Molecules 2025 dataset: a molecular structure, C14H21CrF6N3O6S2Si (ωB97M-V/def2-TZVPD).

Element x y z (Å)
Cr (-0.8577, -0.0402, 0.7099)
S (0.7306, 2.3048, 2.0835)
S (1.0714, 3.2225, -0.5471)
Si (-1.6776, -1.8874, -0.7874)
F (2.9156, 4.8537, -1.3956)
F (1.3575, 4.5904, 3.1827)
F (3.1231, 4.2954, 0.6870)
F (0.8407, 3.0204, 4.5827)
F (-0.7139, 4.0219, 3.4582)
F (1.5944, 5.7088, 0.0940)
O (0.8964, -0.9160, 1.0446)
O (2.0846, 1.8573, 2.1520)
O (-0.3188, 1.3404, 2.4194)
O (-2.3115, 1.2297, 0.1295)
O (0.1689, 3.7006, -1.5445)
O (1.8994, 2.0812, -0.8265)
N (0.2775, 3.1075, 0.8211)
N (2.9432, -0.5137, 0.2381)
N (-2.9051, 2.7469, 1.6859)
C (-0.2337, -3.0417, -1.2393)
C (1.9813, -4.6692, -1.8662)
C (-2.7618, 2.3508, 0.4221)
C (-2.3774, -1.2773, -2.4376)
C (2.0465, -1.3147, 0.7940)
C (-3.0162, -3.0011, -0.0378)
C (-3.1688, 3.2864, -0.6694)
C (2.2528, 4.6102, -0.2692)
C (0.9149, -2.5134, -1.8389)
C (2.0074, -3.3092, -2.1524)
C (0.8547, -5.2188, -1.2722)
C (-0.2356, -4.4116, -0.9650)
C (0.5434, 3.5691, 3.4103)
C (2.4375, -2.7192, 1.1259)
H (0.8219, -6.2788, -1.0507)
H (-3.3109, -3.7955, -0.7302)
H (1.7354, -3.3898, 0.6304)
H (-3.7517, 4.1302, -0.3065)
H (-3.1660, 3.6951, 1.8903)
H (2.3435, -2.8578, 2.2029)
H (2.8791, -2.8705, -2.6239)
H (-2.4608, 2.2073, 2.4135)
H (0.9618, -1.4495, -2.0576)
H (2.6935, 0.4441, 0.0150)
H (-3.7311, 2.7334, -1.4186)
H (-1.6245, -0.7296, -3.0089)
H (2.8302, -5.2954, -2.1112)
H (-3.2166, -0.5983, -2.2685)
H (-3.9081, -2.4107, 0.1852)
H (3.8666, -0.8472, 0.0313)
H (-2.2504, 3.6483, -1.1373)
H (-2.6920, -3.4661, 0.8959)
H (-1.1066, -4.8647, -0.5045)
H (-2.7280, -2.1116, -3.0509)
H (3.4513, -2.9574, 0.8125)

Force components x, y, z for each atom (eV/Å):
Cr 0.1 0.0 0.0
S 0.0 0.0 0.0
S 0.0 0.0 0.0
Si 0.0 0.0 0.0
F 0.0 0.0 0.0
F 0.0 0.0 0.0
F 0.0 0.0 0.0
F 0.0 0.0 0.0
F 0.0 0.0 0.0
F 0.0 0.0 0.0
O 0.0 -0.1 0.1
O 0.0 0.0 0.0
O 0.0 0.0 -0.1
O 0.0 0.0 0.1
O 0.0 0.0 0.0
O 0.0 0.0 0.0
N 0.0 0.1 0.0
N 0.0 0.0 0.0
N 0.0 0.0 0.0
C 0.0 0.0 0.0
C 0.0 0.0 0.0
C -0.1 0.0 -0.1
C 0.0 0.0 0.0
C 0.0 0.0 -0.1
C 0.0 0.0 0.0
C 0.0 0.0 0.0
C 0.0 0.0 0.0
C 0.0 0.0 -0.1
C 0.0 0.0 -0.1
C 0.0 0.0 0.0
C 0.0 0.0 0.0
C 0.0 0.0 0.0
C 0.0 0.0 0.1
H 0.0 0.0 0.0
H 0.0 0.0 0.0
H 0.0 0.0 0.1
H 0.0 0.0 0.0
H 0.0 0.0 0.0
H 0.0 0.0 0.0
H 0.0 0.0 0.0
H 0.0 0.0 0.0
H 0.0 0.0 0.0
H 0.0 0.0 0.0
H 0.0 0.0 0.0
H 0.0 0.0 0.0
H 0.0 0.0 0.0
H 0.0 0.0 0.0
H 0.0 0.0 0.0
H 0.0 0.0 0.0
H 0.0 0.0 0.0
H 0.0 0.0 0.0
H 0.0 0.0 0.0
H 0.0 0.0 0.0
H 0.0 0.0 0.0

highest occupied orbital energy (spin up / spin down): -7.754 / -7.295 eV
multiplicity: 5
⟨S²⟩: 6.051
net charge: 0

natural (NBO) atomic charge list, values in e, 6 entries: 1.041, 2.254, 2.272, 0.941, -0.304, -0.300



Record 5
Entry from the Open Molecules 2025 dataset: a molecular structure, C20H25Cl2PRe at a distorted geometry (ωB97M-V/def2-TZVPD).

Element x y z (Å)
Re (-1.7409, -1.3261, 0.3095)
Cl (-1.7240, -3.3777, -0.9827)
Cl (-3.8661, -1.0710, -0.7945)
P (-1.0941, 0.7330, -0.2597)
C (2.4964, -0.6642, -2.3326)
C (3.0443, -2.0218, -2.4634)
C (1.4622, -0.2403, -3.0458)
C (-1.9146, -0.4575, 2.1716)
C (-4.0439, 1.4297, 2.5110)
C (1.1781, -2.9243, 0.5156)
C (0.0749, -1.8624, 0.5704)
C (2.1410, 3.8561, 0.8945)
C (-1.9054, 1.8245, -1.4645)
C (0.2753, 1.8450, 0.2620)
C (-2.7399, -0.4469, 3.3544)
C (-3.2457, 1.5447, 1.3918)
C (1.1816, 2.3151, -0.7037)
C (1.2486, 3.3832, 1.8632)
C (2.0732, -3.2354, -2.1685)
C (2.1105, 3.3049, -0.3942)
C (-2.1468, 0.6132, 1.2111)
C (-3.7581, 0.4608, 3.5002)
C (1.7921, -3.7170, -0.7252)
C (0.3287, 2.3742, 1.5619)
H (-2.9459, 1.5224, -1.6550)
H (1.2660, 3.8111, 2.8662)
H (2.6336, -4.0857, -2.6210)
H (3.9285, -2.1637, -1.8565)
H (-1.3079, 1.7669, -2.3868)
H (2.8547, 4.6469, 1.1250)
H (0.5202, -0.8482, -2.9815)
H (1.2163, -4.6534, -0.8264)
H (-2.4367, -1.1308, 4.1515)
H (-3.4833, 2.2832, 0.6118)
H (2.7863, -4.0256, -0.3471)
H (-0.9270, -0.8734, 2.3577)
H (1.2133, 0.7836, -3.3487)
H (1.1633, 1.9128, -1.7144)
H (2.0483, -2.3138, 0.8403)
H (-1.8533, 2.8426, -1.0435)
H (0.6176, -0.9055, 0.3187)
H (1.1371, -3.1222, -2.7298)
H (0.9424, -3.7406, 1.2182)
H (-4.3802, 0.4597, 4.3980)
H (2.8081, 3.6474, -1.1616)
H (-0.3729, 2.0218, 2.3170)
H (-4.8937, 2.1087, 2.6626)
H (2.8780, -0.0837, -1.4771)
H (3.3597, -2.2006, -3.5002)

Force components x, y, z for each atom (eV/Å):
Re -0.8 -6.7 -2.9
Cl 0.0 0.1 0.4
Cl -0.2 0.3 0.1
P 1.3 3.1 -1.3
C 0.4 0.6 1.2
C -1.1 -2.2 0.6
C -2.7 0.4 0.3
C -1.1 2.8 3.1
C 0.2 0.2 -0.1
C 0.5 0.4 -0.1
C 1.8 0.6 -2.1
C -0.3 -0.3 -0.2
C -0.3 0.4 0.3
C 0.2 0.2 0.2
C 0.4 -0.1 -0.7
C 0.2 -1.3 -0.2
C 0.0 0.0 0.1
C 0.2 0.0 -0.1
C 0.3 0.1 -0.2
C -0.1 0.0 0.4
C -0.9 1.8 1.2
C -0.4 -0.1 0.3
C -0.1 -0.3 0.1
C 0.2 0.1 -0.4
H 0.4 0.0 0.0
H 0.0 -0.1 -0.2
H -0.7 0.3 0.2
H 0.3 0.1 0.3
H -0.3 0.1 0.3
H -0.2 -0.2 0.0
H 1.2 -0.5 -1.8
H 0.1 0.5 -0.1
H -0.4 0.2 -0.2
H 0.3 -0.4 0.5
H -0.4 0.0 0.1
H 0.1 0.2 0.2
H 0.3 0.0 1.0
H 0.0 0.1 0.3
H -0.3 -0.7 0.5
H -0.1 -0.2 -0.4
H -0.1 -0.5 0.7
H 0.2 0.1 0.1
H 0.2 0.4 0.0
H 0.3 -0.1 -0.2
H -0.2 -0.1 0.3
H 0.2 0.2 -0.1
H 0.5 -0.3 -0.1
H 1.0 0.7 -1.3
H 0.0 0.4 0.2

highest occupied orbital energy (spin up / spin down): -6.545 / -8.085 eV
multiplicity: 4
⟨S²⟩: 3.857
net charge: 0

natural (NBO) atomic charge list, values in e, 6 entries: 0.732, -0.425, -0.471, 0.990, -0.150, -0.459



Record 6
Entry from the Open Molecules 2025 dataset: a gas-phase ion, C6H12N3 (charge +1) at a distorted geometry (ωB97M-V/def2-TZVPD).

Element x y z (Å)
N (2.4787, 0.6340, 0.2689)
N (2.5142, -0.7749, 0.4548)
N (0.3539, -1.7469, -0.6283)
C (1.4747, 1.2814, -0.3428)
C (-0.2208, -0.5969, -0.4450)
C (0.2963, 0.6936, -0.6524)
C (-1.5541, -0.5186, -0.0522)
C (-2.0819, 0.4926, 0.9317)
C (-2.6266, 0.4337, -0.4937)
H (-2.0272, -1.4618, 0.1718)
H (-0.3532, 1.5554, -0.7284)
H (-3.6048, 0.0106, -0.7566)
H (-1.4927, 1.4163, 0.9513)
H (-2.2024, 1.3176, -0.9879)
H (1.3346, -1.6649, -0.6080)
H (-2.5982, 0.1425, 1.7999)
H (2.2421, -0.9327, 1.4541)
H (1.5829, 2.2447, -0.6408)
H (3.4119, -1.0898, 0.2421)
H (3.2357, 1.1511, 0.6893)
H (-0.1630, -2.5868, -0.6279)

Force components x, y, z for each atom (eV/Å):
N 1.2 0.5 -0.2
N -2.2 1.9 1.8
N -0.7 1.0 -0.2
C 0.4 -4.7 0.7
C 0.1 1.2 -0.7
C 1.1 1.4 0.0
C -3.4 -1.7 1.0
C 0.0 1.1 -1.5
C 0.4 0.7 0.7
H 0.2 -0.5 -0.1
H -0.8 -0.7 -0.6
H 0.6 0.4 0.1
H -0.2 -0.6 1.0
H -1.0 -0.6 -0.5
H 1.6 -0.7 -0.3
H -0.2 0.0 0.2
H 0.7 -0.3 -1.2
H 0.8 2.9 -0.1
H 1.8 -0.6 -0.1
H 0.1 0.1 -0.3
H -0.4 -0.9 0.2

highest occupied orbital energy: -12.854 eV
multiplicity: 1
net charge: +1

natural (NBO) atomic charge list, values in e, 6 entries: -0.403, -0.668, -0.668, 0.158, 0.403, -0.444



Record 7
Entry from the Open Molecules 2025 dataset: a molecular structure, C29H20BClO20 at a distorted geometry (ωB97M-V/def2-TZVPD).

Element x y z (Å)
Cl (1.0646, 5.5761, -3.1997)
O (-1.6032, 2.1277, -5.6866)
O (2.7419, -3.7266, 2.9600)
O (3.9857, 1.7382, -0.3764)
O (-3.0068, 5.9744, -0.3890)
O (-5.2338, 6.5653, 3.7407)
O (0.5918, 1.0172, -2.7000)
O (5.1832, -8.4278, 2.5703)
O (-2.8697, 3.3132, 0.2697)
O (0.2251, -1.9573, 5.3261)
O (4.4998, 5.9632, -1.7609)
O (-4.2828, -1.2906, -7.5566)
O (-5.0171, 3.9197, 4.4388)
O (3.0072, -8.2722, 4.2358)
O (2.8211, -0.8203, 1.5405)
O (0.5417, -1.2465, 0.0718)
O (4.5635, 3.4259, -2.1786)
O (4.8629, -3.9050, 1.2269)
O (-2.9654, -3.0032, -5.8637)
O (-0.2245, 0.4011, -4.0583)
O (-2.0296, -2.4696, 3.8472)
C (3.2826, -4.8232, 2.8699)
C (2.3733, 4.5283, -2.4102)
C (-3.4032, 4.0519, 1.0899)
C (-1.5605, -1.3469, -4.9277)
C (4.6216, -7.3394, 2.6350)
C (4.4477, -5.0017, 1.9597)
C (-0.7941, -1.8746, 1.9194)
C (2.8183, -5.9926, 3.6325)
C (0.4550, -1.4317, 1.2806)
C (-4.1210, 6.3356, 1.6666)
C (-4.5213, 4.3813, 3.2333)
C (-3.5276, 5.5081, 0.8041)
C (3.9584, 4.7865, -2.0814)
C (5.0712, -6.1767, 1.8541)
C (-3.2996, -0.8297, -6.7005)
C (-1.9192, 0.9446, -5.7529)
C (3.4399, -7.1684, 3.5240)
C (0.3212, -1.8044, 4.1130)
C (-2.9683, 0.4625, -6.6644)
C (1.5769, -1.3849, 3.4720)
C (-3.9310, 3.5531, 2.3694)
C (-0.1908, 2.4037, -0.5471)
C (-4.6701, 5.8322, 2.9351)
C (1.6435, -1.2119, 2.1505)
C (-2.6264, -1.8257, -5.8217)
C (-1.2271, -0.0553, -4.8942)
C (2.2011, 3.1420, -1.8896)
C (-0.8596, -2.0509, 3.2405)
C (3.6484, 2.6058, -1.3332)
B (0.8912, 2.1507, -1.7967)
H (-1.8225, -2.5209, 4.8058)
H (-4.3381, -2.2575, -7.3938)
H (-4.2203, 7.3958, 1.4707)
H (4.2544, -3.1769, 1.4795)
H (-3.4510, 1.1976, -7.2960)
H (-2.6332, 5.1844, -0.8369)
H (1.9596, -5.8536, 4.2766)
H (5.9207, -6.3199, 1.1981)
H (-1.0672, -2.0842, -4.3073)
H (2.6123, -0.7632, 0.5827)
H (0.3464, 2.3620, 0.5186)
H (-0.7338, 3.4490, -0.6192)
H (-0.1733, 1.3690, -4.2166)
H (1.1754, 0.2581, -2.3446)
H (2.4325, -1.2265, 4.1164)
H (-1.0081, 1.5581, -0.5397)
H (-5.3962, 4.7087, 4.8842)
H (-1.6453, -2.0479, 1.2736)
H (-3.8181, 2.4958, 2.5723)
H (3.6194, -8.9990, 3.9877)

Force components x, y, z for each atom (eV/Å):
Cl 2.5 -1.7 1.6
O 0.0 -0.8 0.2
O 0.6 -0.9 -0.3
O -2.2 5.9 -7.0
O -0.4 -1.3 1.4
O 0.4 -0.8 -0.4
O 7.8 4.5 11.2
O -0.6 0.7 0.3
O -0.5 0.8 0.4
O -0.3 0.0 -0.9
O -3.1 -8.7 -2.4
O 1.4 -0.1 1.4
O 0.4 1.4 -1.5
O 1.2 1.1 -1.3
O -1.7 -0.7 0.0
O 0.2 0.0 0.6
O -1.0 1.5 3.2
O -1.2 -1.1 1.3
O 0.0 0.8 -0.3
O -6.3 -3.0 -9.2
O 1.9 0.6 -0.1
C -0.7 0.2 0.5
C 0.8 -4.7 2.0
C 0.2 -1.0 0.0
C -0.5 -0.4 -0.3
C 0.9 -0.5 -0.6
C 1.0 1.2 -1.2
C 0.2 0.1 -0.4
C 0.0 0.5 -0.1
C -0.5 -0.1 -0.5
C -0.2 0.0 0.3
C -0.5 -1.1 1.5
C 0.5 1.1 -1.4
C 0.6 5.7 0.5
C 0.0 -0.4 0.1
C -1.3 -0.1 -1.3
C -0.4 0.8 -0.5
C -1.0 -1.2 1.2
C 0.8 0.1 0.9
C 0.2 0.4 0.1
C -0.4 0.3 0.2
C 0.2 -0.1 -0.4
C -0.1 -0.2 0.3
C -0.3 1.1 0.2
C 1.4 0.6 -0.1
C 0.4 -0.9 0.7
C 1.3 0.0 0.6
C 0.9 2.9 -1.1
C -1.8 -0.6 0.3
C 0.4 -2.0 2.8
B -1.4 -0.8 1.2
H -0.1 0.0 -0.4
H 0.0 0.4 0.0
H 0.0 -0.1 0.0
H 0.3 -0.2 -0.1
H 0.0 0.0 0.0
H -0.2 0.3 0.2
H 0.1 0.0 0.0
H -0.1 0.0 0.1
H 0.0 0.0 0.0
H 0.1 0.1 0.4
H -1.0 0.2 -2.3
H 1.2 -2.1 0.2
H -0.3 -0.9 -0.5
H -1.3 1.5 -1.0
H -0.1 -0.1 -0.1
H 1.6 1.8 -0.1
H 0.1 -0.3 -0.2
H 0.0 0.0 0.0
H 0.0 0.1 0.0
H -0.2 0.3 0.1

highest occupied orbital energy: -9.489 eV
multiplicity: 1
net charge: 0

Löwdin atomic charge list, values in e, 6 entries: 0.603, 0.105, 0.105, 0.050, 0.080, 0.109



Record 8
Entry from the Open Molecules 2025 dataset: 2 unconnected molecules or ions with the total composition CH6S2 at a distorted geometry (ωB97M-V/def2-TZVPD).

Element x y z (Å)
S (-2.1707, 0.1884, -1.4786)
S (-2.5986, -1.6875, -0.7818)
C (1.5503, 0.6476, 0.7165)
H (2.2246, 1.4485, 1.1433)
H (1.1132, 0.1135, 1.5709)
H (-1.9143, -1.3273, 0.1914)
H (0.5580, 0.7297, 0.2529)
H (-0.8159, 0.0179, -1.7544)
H (2.0534, -0.1308, 0.1398)

Force components x, y, z for each atom (eV/Å):
S 1.0 0.7 -1.0
S -1.3 -0.7 -2.3
C -0.6 -1.3 1.2
H -1.3 -0.5 -1.2
H 0.8 -0.2 0.5
H 1.5 0.0 3.1
H 0.6 1.7 -0.6
H -1.1 0.0 0.1
H 0.4 0.4 0.1

highest occupied orbital energy: -9.336 eV
multiplicity: 1
net charge: 0

natural (NBO) atomic charge list, values in e, 6 entries: -0.153, -0.083, -0.890, 0.236, 0.213, 0.107



ΔE to the lowest compared entry with this formula, charge and spin, record by record: 1.283, 2.331, 2.462, 1.109, 0.122, 3.610, 6.256, 0.895 eV